Entry 1:
Here is the molecule C5H5BrS at a distorted geometry from OMol25. Energies are from the ωB97M-V functional and the def2-TZVPD basis.

Properties
Frontier orbital gap   8.19 eV
Max |F|   0.11269 Eh/bohr
Energy above the lowest of the compared OMol25 structures with the same formula, charge and spin   401.3 kJ/mol
LUMO   0.1 eV

Positions of all 12 atoms, in Å:
C (-1.189, 0.925, 0.065)
C (1.402, 1.736, -0.230)
C (-0.742, -0.299, 0.159)
C (1.558, 0.416, -0.278)
C (-0.913, -1.682, 0.135)
S (-0.153, 2.411, -0.019)
Br (2.812, -0.919, -0.257)
H (-2.278, 1.174, 0.322)
H (2.251, 2.469, -0.244)
H (-0.404, -2.164, 1.072)
H (-1.987, -1.948, 0.068)
H (-0.357, -2.119, -0.794)



Entry 2:
Here is the molecule C16H8BrN3O4 at a distorted geometry from OMol25. Energies are from the ωB97M-V functional and the def2-TZVPD basis.

Properties
Frontier orbital gap   5.71 eV
Max |F|   0.15748 Eh/bohr
Energy above the lowest of the compared OMol25 structures with the same formula, charge and spin   51.8 kJ/mol
LUMO   -2.4 eV

Positions of all 32 atoms, in Å:
O (3.068, -0.683, 2.512)
O (0.254, 2.335, -3.857)
O (-1.251, -0.411, -0.400)
O (2.061, 3.564, -4.095)
Br (4.705, 2.019, -4.190)
C (2.897, -0.521, 1.329)
C (-0.928, -0.188, 0.808)
C (0.323, 0.011, 1.365)
C (-4.009, -0.002, 3.064)
C (-3.323, 0.200, 4.241)
C (-3.247, -0.161, 1.890)
C (-1.911, 0.317, 4.277)
C (4.140, 0.611, -1.802)
C (1.422, 1.231, -1.622)
C (3.536, 1.392, -2.792)
C (-1.833, -0.113, 1.935)
C (2.063, 0.513, -0.582)
C (-1.149, 0.191, 3.078)
C (3.417, 0.222, -0.673)
C (2.158, 1.741, -2.707)
C (1.664, 0.037, 0.734)
N (0.175, 0.250, 2.735)
N (3.893, -0.479, 0.399)
N (1.461, 2.591, -3.626)
H (-5.077, -0.063, 3.071)
H (-3.862, 0.390, 5.175)
H (-3.717, -0.303, 0.881)
H (-1.404, 0.581, 5.201)
H (5.211, 0.369, -1.957)
H (0.345, 1.473, -1.507)
H (0.991, 0.328, 3.375)
H (4.858, -0.507, 0.672)



Entry 3:
Here is a structure of composition C28H54ClOPSiYb at a distorted geometry from OMol25. Energies are from the ωB97M-V functional and the def2-TZVPD basis.

Properties
Total charge   -1
Spin multiplicity   2
Frontier orbital gap (alpha / beta)   5.11 / 5.31 eV
Max |F|   0.08234 Eh/bohr
<S²>   0.760
Energy above the lowest of the compared OMol25 structures with the same formula, charge and spin   0.0 kJ/mol
LUMO (alpha / beta)   2.5 / 2.5 eV

Positions of all 87 atoms, in Å:
Yb (-0.087, -0.197, -0.088)
P (-0.727, 2.079, -1.121)
Cl (1.775, 0.017, -1.677)
C (1.153, 1.055, 1.188)
H (0.864, 1.285, 2.201)
H (2.139, 1.204, 0.783)
C (-1.136, 1.346, -2.793)
C (0.769, 3.141, -1.268)
C (-1.920, 2.260, -3.729)
H (-0.125, 1.167, -3.205)
C (-2.042, 1.606, -5.114)
H (-2.930, 2.428, -3.326)
H (-1.440, 3.245, -3.819)
C (-2.706, 0.226, -5.023)
H (-2.611, 2.261, -5.783)
H (-1.037, 1.497, -5.546)
C (-1.955, -0.685, -4.049)
H (-3.740, 0.350, -4.677)
H (-2.755, -0.237, -6.013)
C (-1.814, -0.032, -2.664)
H (-2.462, -1.651, -3.950)
H (-0.946, -0.889, -4.437)
H (-2.809, 0.080, -2.206)
H (-1.221, -0.711, -2.022)
C (-2.089, 3.061, -0.432)
C (0.980, 3.990, -0.007)
H (1.582, 2.386, -1.295)
C (2.349, 4.677, -0.076)
H (0.197, 4.761, 0.064)
H (0.909, 3.359, 0.888)
C (2.491, 5.502, -1.357)
H (2.488, 5.310, 0.808)
H (3.132, 3.906, -0.049)
C (2.254, 4.639, -2.601)
H (1.761, 6.322, -1.342)
H (3.484, 5.964, -1.402)
C (0.886, 3.947, -2.560)
H (2.334, 5.246, -3.510)
H (3.034, 3.867, -2.659)
H (0.090, 4.704, -2.624)
H (0.781, 3.288, -3.433)
C (-3.440, 2.332, -0.368)
H (-1.754, 3.241, 0.611)
C (-4.475, 3.176, 0.387)
H (-3.796, 2.143, -1.391)
H (-3.350, 1.356, 0.124)
C (-4.633, 4.563, -0.244)
H (-5.436, 2.651, 0.405)
H (-4.149, 3.287, 1.431)
C (-3.278, 5.270, -0.350)
H (-5.061, 4.455, -1.250)
H (-5.335, 5.169, 0.338)
C (-2.256, 4.411, -1.113)
H (-3.388, 6.239, -0.851)
H (-2.891, 5.470, 0.658)
H (-2.612, 4.261, -2.144)
H (-1.304, 4.950, -1.181)
C (-2.166, -0.640, 1.037)
C (-1.609, 0.298, 1.866)
H (-2.671, -0.325, 0.105)
C (-1.094, -0.044, 3.220)
H (-1.734, 1.370, 1.639)
C (-0.873, -1.556, 3.381)
H (-0.194, 0.510, 3.483)
H (-1.869, 0.279, 3.939)
C (-2.106, -2.327, 2.922)
H (-0.005, -1.853, 2.765)
H (-0.629, -1.792, 4.424)
C (-2.417, -2.050, 1.434)
H (-1.978, -3.403, 3.082)
H (-2.962, -2.009, 3.533)
H (-1.852, -2.760, 0.800)
H (-3.483, -2.253, 1.237)
C (2.885, -2.602, 2.721)
Si (1.822, -2.961, 1.175)
C (3.021, -3.593, -0.153)
C (0.718, -4.466, 1.599)
O (1.049, -1.751, 0.702)
H (3.462, -3.483, 3.039)
H (2.234, -2.279, 3.544)
H (3.579, -1.788, 2.466)
H (3.587, -4.472, 0.180)
H (2.432, -3.848, -1.044)
H (3.711, -2.775, -0.397)
H (0.054, -4.217, 2.438)
H (0.115, -4.711, 0.712)
H (1.317, -5.345, 1.880)



Entry 4:
Here is a structure of composition C41H33LaN17O2 at a distorted geometry from OMol25. Energies are from the ωB97M-V functional and the def2-TZVPD basis.

Properties
Total charge   +1
Frontier orbital gap (alpha / beta)   5.05 / 4.96 eV
Max |F|   0.04456 Eh/bohr
Energy above the lowest of the compared OMol25 structures with the same formula, charge and spin   26.5 kJ/mol
LUMO (alpha / beta)   -3.3 / -3.3 eV

Positions of all 94 atoms, in Å:
La (-0.004, 0.289, -0.212)
C (5.256, -1.018, -4.574)
C (6.040, -1.013, -3.411)
C (5.463, -0.879, -2.159)
C (4.084, -0.740, -2.104)
C (3.159, -0.608, -0.983)
N (3.552, -0.536, 0.295)
C (2.730, -0.636, 1.327)
C (3.168, -0.558, 2.729)
C (4.413, -0.342, 3.309)
C (4.490, -0.357, 4.694)
C (3.349, -0.580, 5.480)
C (2.110, -0.809, 4.897)
C (2.040, -0.799, 3.509)
C (0.937, -1.065, 2.571)
N (-0.230, -1.568, 2.923)
C (-1.182, -1.926, 2.048)
N (-1.323, -1.513, 0.760)
C (-2.382, -2.167, 0.202)
N (-2.825, -2.073, -1.057)
C (-2.126, -1.561, -2.058)
N (-0.864, -1.042, -2.006)
C (-0.387, -0.900, -3.274)
N (0.871, -0.686, -3.648)
C (1.914, -0.641, -2.815)
N (1.887, -0.559, -1.456)
C (3.305, -0.747, -3.256)
C (3.877, -0.890, -4.513)
C (-1.470, -1.189, -4.221)
C (-1.531, -1.157, -5.612)
C (-2.721, -1.538, -6.211)
C (-3.817, -1.963, -5.443)
C (-3.746, -2.017, -4.060)
C (-2.557, -1.610, -3.459)
C (-2.965, -3.067, 1.192)
C (-3.990, -4.006, 1.117)
C (-4.246, -4.764, 2.247)
C (-3.487, -4.604, 3.418)
C (-2.456, -3.685, 3.483)
C (-2.213, -2.912, 2.354)
N (1.396, -0.893, 1.295)
H (5.740, -1.128, -5.537)
H (7.113, -1.123, -3.495)
H (6.062, -0.886, -1.255)
H (5.295, -0.204, 2.694)
H (5.448, -0.207, 5.181)
H (3.444, -0.594, 6.559)
H (1.231, -1.016, 5.497)
H (3.264, -0.904, -5.407)
H (-0.671, -0.854, -6.197)
H (-2.808, -1.523, -7.290)
H (-4.728, -2.271, -5.945)
H (-4.579, -2.371, -3.463)
H (-4.560, -4.137, 0.204)
H (-5.038, -5.504, 2.227)
H (-3.709, -5.222, 4.281)
H (-1.856, -3.568, 4.379)
N (-3.099, 1.368, -1.795)
N (-2.786, 2.129, -2.914)
C (-1.521, 2.509, -3.166)
N (-1.307, 3.202, -4.282)
N (-0.612, 2.126, -2.264)
N (0.693, 2.495, -2.462)
O (1.420, 2.146, -1.525)
O (1.115, 3.085, -3.447)
H (-3.411, 0.452, -2.094)
H (-3.818, 1.827, -1.253)
H (-3.491, 2.315, -3.605)
H (-2.065, 3.442, -4.896)
H (-0.358, 3.444, -4.507)
N (-4.991, 3.205, 3.617)
C (-3.977, 2.543, 2.990)
C (-2.636, 2.781, 3.309)
C (-1.649, 2.117, 2.618)
N (-1.870, 1.230, 1.632)
C (-3.164, 0.988, 1.367)
C (-4.228, 1.598, 1.987)
H (-4.795, 3.748, 4.438)
H (-5.936, 2.884, 3.512)
H (-2.369, 3.471, 4.102)
H (-0.616, 2.290, 2.879)
H (-3.359, 0.216, 0.628)
H (-5.243, 1.318, 1.726)
C (3.073, 3.003, 3.833)
N (3.084, 3.014, 2.359)
C (4.366, 3.022, 1.627)
C (2.017, 2.565, 1.731)
N (1.087, 2.153, 1.172)
H (3.913, 3.601, 4.176)
H (3.165, 1.990, 4.225)
H (2.154, 3.459, 4.195)
H (5.009, 3.776, 2.072)
H (4.185, 3.283, 0.588)
H (4.853, 2.048, 1.673)